Entry 1:
The following is a DFT calculation (ωB97M-V/def2-TZVPD) of a molecular structure, C33H35NO2P2PbS4.

Geometry as XYZ:
```
78
Properties=species:S:1:pos:R:3
C -1.5472 -0.6305 2.6358
H 2.7106 3.8321 0.0476
H -3.4373 -0.0505 7.6389
H 2.8049 2.1463 -1.9698
H -3.5722 0.7533 -4.6440
H -2.0278 2.0435 1.7745
O -0.7668 0.0687 -2.9303
H -3.4024 0.6888 -2.8779
H -2.9242 -3.7448 1.7110
C 4.3077 0.6233 0.0999
C 2.9186 -0.5689 -3.1801
C 3.7818 -1.7209 0.0217
Pb -0.7783 -0.7575 -0.8967
C 5.6063 -0.9443 1.3854
O -2.9116 2.5676 -0.3909
C 0.0548 2.3748 1.3443
H -3.2656 2.7065 3.5476
C -1.0814 2.1740 2.3041
C 3.9449 -1.1405 -5.7114
P -0.8678 0.8140 3.5381
S -0.8509 -4.7880 -0.8538
H -1.4049 -2.2837 -3.9518
H 5.8784 -0.9855 -4.7892
H 6.4097 -1.1481 2.0840
H -1.9510 2.4929 -0.4942
H 1.0920 4.0950 2.2467
C 4.8057 -0.9261 -4.6441
S -3.7163 -0.7302 -0.3056
H 4.0883 1.6449 -0.1775
C -2.2377 -1.5763 -3.9332
H -1.1581 3.0885 2.9007
H 5.0084 -3.0022 1.2194
H -1.6168 -0.3729 6.0129
C 1.8834 1.6253 -1.6946
C 1.3334 2.1742 -0.4114
C 5.3406 0.3588 0.9912
C -2.4580 -2.9523 1.1176
H 4.3437 -1.3691 -6.6933
H -3.4973 0.1448 2.4231
H 0.9870 -0.7449 -4.0817
C -2.3751 0.3816 5.8303
H -2.8881 -1.7668 -4.7930
C -4.3706 1.5304 6.5200
H -2.8178 -1.7616 -3.0224
H 4.9706 -0.4796 -2.5531
C -4.3063 2.2997 5.3701
C -0.6426 -1.7385 2.3137
H 1.1730 1.7257 -2.5223
H -0.3607 -3.5942 1.3705
C -2.8641 0.8563 -3.8148
C -1.7142 -0.1413 -3.9321
C -2.8101 -0.6633 2.1921
S -2.5031 -3.5888 -0.6352
S 0.6689 -3.5151 -1.4617
H -3.2104 1.6401 -0.3821
H -5.1715 1.6787 7.2347
P 2.1395 -0.1886 -1.5672
H -4.3346 -2.0127 1.5926
C 1.0184 3.3654 1.4515
C 1.8507 3.2318 0.3164
C 4.8225 -1.9837 0.8996
C 3.5266 -0.4141 -0.4017
H -1.2211 0.0342 -4.9097
H 3.1423 -2.5277 -0.3253
H -2.4774 1.8765 -3.8004
C -3.2804 2.1083 4.4492
C 4.2942 -0.6395 -3.3846
C -2.2964 1.1461 4.6617
H 0.3900 -1.6680 2.6390
C -1.0490 -2.7942 1.6109
C 2.0571 -0.7946 -4.2556
C -3.3979 0.5616 6.7451
C -3.3567 -1.6840 1.2394
H -5.0641 3.0497 5.1755
H 1.8934 -1.2497 -6.3400
H 5.9304 1.1780 1.3854
N 0.2364 1.6341 0.2045
C 2.5716 -1.0718 -5.5138
```

## Properties
F_max: 0.00248 Eh/bohr
net charge: -2
E_tot: -3952.14497 a.u.


Entry 2:
The following is a DFT calculation (ωB97M-V/def2-TZVPD) of C9H13N3OSi in the gas phase at a distorted geometry.

Geometry as XYZ:
```
27
Properties=species:S:1:pos:R:3
C -0.6604 0.7292 -1.1503
H -0.4598 2.2980 -4.1889
H -2.2295 0.9711 0.4371
H -2.8480 2.9669 -3.3999
H 2.9450 0.5971 1.1270
H 1.6896 -2.6888 -0.5589
C -1.8482 1.2403 -0.5731
C 1.4671 -2.6214 0.4729
C -2.4936 2.0505 -1.4930
N 1.2076 -0.2215 -1.7777
N 0.8527 0.4096 -2.7566
Si 0.9503 -0.8495 0.8540
C -0.2663 1.1012 -2.4871
H 0.8377 -3.4204 0.7413
H -0.3514 -0.6204 3.7955
H -3.3462 2.6240 -1.0063
C -0.8801 2.0119 -3.2971
O -0.3385 -0.6506 1.8088
H -1.7805 -1.5376 3.1909
N 0.2691 -0.1662 -0.7684
H -0.1342 -2.1905 3.0308
H 3.1188 -0.7602 2.1873
C -0.7225 -1.2781 3.0203
H 2.2753 0.5796 2.8010
C -2.0633 2.3928 -2.7222
C 2.3862 0.0406 1.7737
H 2.4230 -3.0078 0.9387
```

## Properties
F_max: 0.11293 Eh/bohr
SMILES: CO[Si](C)(C)n1nnc2ccccc21
E_tot: -879.73375 a.u.